[1]
Below is a 2-piece molecular cluster, C5H13IN2 overall in a non-equilibrium geometry, with properties calculated with the ωB97M-V functional and the def2-TZVPD basis.

**Orbital gap (spin up / spin down)**: 5.641 / 5.792 eV
**E_LUMO (spin up / spin down)**: 0.63 / -3.15 eV
**Spin multiplicity**: 3
**Maximum force**: 4.75 eV/Å
**Molar mass**: 228.1 g/mol
**Relative energy (zero: lowest compared OMol25 entry of this formula, charge and spin)**: 41.1 kcal/mol
**E**: -605.2423 a.u.

Last columns: bonded neighbours and bond lengths (Å).
CARTESIAN COORDINATES (ANGSTROEM)
1 I -2.79 -0.75 0.29  C8 2.139
2 N 1.27 -2.96 0.32  N3 1.456, C7 1.410, H10 1.052
3 N 1.05 -1.82 1.19  N2 1.456, H12 1.069, H13 1.058
4 C -1.43 1.77 -0.82  C6 1.550, C8 1.514, H14 1.087, H19 1.142
5 C -0.60 1.06 1.46  C8 1.339, H15 1.067, H18 1.122
6 C -1.03 3.23 -0.53  C4 1.550, H16 1.153, H17 1.097, H21 1.181
7 C 1.89 -2.79 -0.94  N2 1.410, H9 1.104, H11 1.029, H20 1.102
8 C -1.36 0.84 0.38  I1 2.139, C4 1.514, C5 1.339
9 H 1.31 -2.23 -1.69  C7 1.104
10 H 0.35 -3.47 0.23  N2 1.052
11 H 2.75 -2.25 -0.77  C7 1.029
12 H 1.98 -1.66 1.71  N3 1.069
13 H 0.85 -0.91 0.68  N3 1.058
14 H -0.80 1.21 -1.51  C4 1.087
15 H 0.18 1.76 1.67  C5 1.067
16 H -1.67 3.80 0.25  C6 1.153
17 H 0.03 3.30 -0.24  C6 1.097
18 H -0.43 0.19 2.15  C5 1.122
19 H -2.50 1.68 -1.22  C4 1.142
20 H 2.19 -3.84 -1.11  C7 1.102
21 H -1.25 3.85 -1.51  C6 1.181

---

[2]
Below is C22H27N3O3 in the gas phase, with properties calculated with the ωB97M-V functional and the def2-TZVPD basis.

**Orbital gap**: 9.083 eV
**E_LUMO**: 0.63 eV
**SMILES string**: COc1ccc([C@@H](CNC(=O)c2ccc(N3CCCC3=O)cc2)N(C)C)cc1
**Spin multiplicity**: 1
**Maximum force**: 0.55 eV/Å
**Molar mass**: 381.5 g/mol
**Relative energy (zero: lowest compared OMol25 entry of this formula, charge and spin)**: 55.9 kcal/mol
**E**: -1244.5462 a.u.

Last columns: bonded neighbours and bond lengths (Å).
CARTESIAN COORDINATES (ANGSTROEM)
1 O 2.42 -0.68 7.02  C9 1.207
2 O -4.90 1.62 -6.07  C18 1.406, C22 1.362
3 O -2.20 -0.14 1.93  C7 1.217
4 N -0.04 -0.02 -2.26  C16 1.448, C23 1.471, C28 1.449
5 N 3.39 -0.96 4.95  C9 1.368, C12 1.453, C24 1.398
6 N -0.94 -0.93 0.23  C7 1.355, C25 1.441, H35 1.008
7 C -1.12 -0.52 1.50  O3 1.217, N6 1.355, C17 1.492
8 C -0.09 -0.91 3.73  C15 1.379, C17 1.392, H53 1.079
9 C 3.38 -0.86 6.31  O1 1.207, N5 1.368, C13 1.521
10 C 5.54 -1.63 5.60  C12 1.529, C13 1.523, H49 1.091, H51 1.088
11 C -2.36 0.69 -2.90  C14 1.388, C23 1.512, C26 1.393
12 C 4.73 -1.12 4.41  N5 1.453, C10 1.529, H46 1.092, H54 1.098
13 C 4.82 -1.00 6.79  C9 1.521, C10 1.523, H34 1.092, H39 1.088
14 C -2.53 2.02 -3.27  C11 1.388, C21 1.385, H41 1.081
15 C 0.98 -1.02 4.58  C8 1.379, C24 1.396, H40 1.076
16 C 0.71 1.11 -2.76  N4 1.448, H32 1.089, H50 1.100, H52 1.090
17 C 0.09 -0.63 2.37  C7 1.492, C8 1.392, C27 1.391
18 C -5.13 2.95 -6.47  O2 1.406, H29 1.095, H30 1.089, H47 1.095
19 C -3.89 0.06 -4.65  C22 1.395, C26 1.378, H43 1.079
20 C 2.46 -0.52 2.76  C24 1.396, C27 1.381, H55 1.079
21 C -3.37 2.37 -4.32  C14 1.385, C22 1.389, H33 1.079
22 C -4.05 1.39 -5.02  O2 1.362, C19 1.395, C21 1.389
23 C -1.38 0.36 -1.79  N4 1.471, C11 1.512, C25 1.539, H31 1.097
24 C 2.28 -0.83 4.10  N5 1.398, C15 1.396, C20 1.396
25 C -1.91 -0.71 -0.81  N6 1.441, C23 1.539, H37 1.092, H44 1.092
26 C -3.06 -0.28 -3.60  C11 1.393, C19 1.378, H36 1.079
27 C 1.38 -0.42 1.90  C17 1.391, C20 1.381, H45 1.081
28 C -0.02 -1.11 -3.21  N4 1.449, H38 1.087, H42 1.091, H48 1.099
29 H -5.56 3.54 -5.66  C18 1.095
30 H -5.83 2.88 -7.30  C18 1.089
31 H -1.23 1.27 -1.19  C23 1.097
32 H 0.74 1.89 -2.00  C16 1.089
33 H -3.47 3.42 -4.57  C21 1.079
34 H 5.20 0.00 7.01  C13 1.092
35 H -0.01 -1.13 -0.11  N6 1.008
36 H -2.96 -1.32 -3.34  C26 1.079
37 H -2.83 -0.35 -0.34  C25 1.092
38 H -0.55 -1.97 -2.80  C28 1.087
39 H 4.87 -1.59 7.70  C13 1.088
40 H 0.82 -1.25 5.62  C15 1.076
41 H -2.01 2.80 -2.74  C14 1.081
42 H 1.02 -1.40 -3.37  C28 1.091
43 H -4.43 -0.70 -5.19  C19 1.079
44 H -2.12 -1.65 -1.32  C25 1.092
45 H 1.55 -0.15 0.87  C27 1.081
46 H 4.72 -1.83 3.58  C12 1.092
47 H -4.20 3.42 -6.82  C18 1.095
48 H -0.46 -0.85 -4.18  C28 1.099
49 H 5.49 -2.71 5.66  C10 1.091
50 H 0.28 1.53 -3.68  C16 1.100
51 H 6.59 -1.34 5.54  C10 1.088
52 H 1.73 0.79 -2.97  C16 1.090
53 H -1.10 -1.05 4.09  C8 1.079
54 H 5.12 -0.16 4.06  C12 1.098
55 H 3.45 -0.33 2.36  C20 1.079

---

[3]
Below is a 12-piece molecular cluster, C40H114N10O12 overall in a non-equilibrium geometry, with properties calculated with the ωB97M-V functional and the def2-TZVPD basis.

**Orbital gap**: 8.737 eV
**E_LUMO**: 0.50 eV
**SMILES string**: COC[C@H](C)N.COC[C@H](C)N.COC[C@H](C)N.COC[C@H](C)N.COC[C@H](C)N.COC[C@H](C)N.COC[C@H](C)N.COC[C@H](C)N.COC[C@H](C)N.COC[C@H](C)N.O.O
**Spin multiplicity**: 1
**Maximum force**: 2.00 eV/Å
**Molar mass**: 927.4 g/mol
**Relative energy (zero: lowest compared OMol25 entry of this formula, charge and spin)**: 51.2 kcal/mol
**E**: -3042.6142 a.u.

Last columns: bonded neighbours and bond lengths (Å).
CARTESIAN COORDINATES (ANGSTROEM)
1 O -5.10 -4.65 5.20  C26 1.426, C54 1.408
2 O 5.86 -2.62 1.74  C39 1.420, C40 1.404
3 O 2.61 -4.26 -0.69  C36 1.424, C41 1.399
4 O 3.89 4.02 -2.74  C51 1.408, C59 1.425
5 O 0.65 1.17 -0.69  C31 1.443, C37 1.410
6 O -2.76 2.90 -1.09  H77 0.969, H137 0.964
7 O -1.34 4.90 -7.89  C33 1.424, C61 1.416
8 O -0.19 1.08 4.31  C44 1.404, C49 1.422
9 O -1.02 1.39 -2.83  H93 0.973, H128 0.975
10 O -5.26 2.15 -1.77  C30 1.420, C58 1.414
11 O 7.41 1.13 0.91  C46 1.399, C48 1.449
12 O -2.95 -4.17 -2.49  C24 1.409, C55 1.417
13 N -5.35 0.23 1.35  C60 1.478, H89 1.018, H167 1.014
14 N -1.61 5.70 -5.02  C62 1.458, H82 1.007, H159 1.007
15 N 5.28 0.80 2.70  C23 1.474, H145 1.019, H158 1.019
16 N 5.11 7.35 -1.80  C56 1.465, H92 1.011, H134 1.010
17 N -5.53 -5.28 -0.12  C45 1.465, H67 1.010, H130 1.022
18 N -3.15 1.00 3.57  C53 1.485, H142 1.016, H171 1.020
19 N -0.15 -1.05 2.20  C57 1.489, H139 1.025, H165 1.023
20 N -5.57 -3.66 2.44  C38 1.461, H96 1.014, H161 1.014
21 N 1.93 -7.61 -2.19  C50 1.464, H87 1.009, H169 1.015
22 N 2.27 -2.95 2.58  C42 1.491, H115 1.016, H154 1.018
23 C 5.06 1.34 1.35  N15 1.474, C29 1.522, C48 1.521, H80 1.097
24 C -3.51 -4.51 -1.24  O12 1.409, C45 1.536, H111 1.098, H163 1.096
25 C 0.74 -6.79 -0.20  C50 1.529, H78 1.094, H155 1.088, H176 1.097
26 C -4.35 -3.58 4.60  O1 1.426, C38 1.514, H105 1.100, H138 1.093
27 C -5.73 -3.20 -1.39  C45 1.539, H117 1.094, H162 1.102, H168 1.086
28 C 3.85 -1.91 4.16  C42 1.514, H85 1.095, H135 1.089, H157 1.090
29 C 5.03 2.86 1.40  C23 1.522, H64 1.092, H140 1.092, H149 1.092
30 C -4.89 1.82 -3.10  O10 1.420, H68 1.093, H106 1.086, H146 1.097
31 C 0.91 0.49 0.56  O5 1.443, C57 1.518, H100 1.095, H109 1.092
32 C 2.81 6.52 -1.37  C56 1.529, H90 1.097, H95 1.098, H101 1.085
33 C -0.92 4.15 -6.76  O7 1.424, C62 1.517, H66 1.098, H136 1.096
34 C -3.21 3.18 4.67  C53 1.512, H79 1.090, H104 1.090, H124 1.094
35 C -1.57 0.11 0.57  C57 1.521, H76 1.098, H123 1.090, H173 1.091
36 C 2.03 -3.31 -1.57  O3 1.424, H141 1.089, H150 1.095, H160 1.085
37 C 1.39 2.37 -0.77  O5 1.410, H74 1.095, H94 1.089, H121 1.096
38 C -4.27 -3.76 3.10  N20 1.461, C26 1.514, C43 1.528, H103 1.093
39 C 4.64 -3.26 2.11  O2 1.420, C42 1.533, H91 1.092, H98 1.097
40 C 6.76 -3.54 1.17  O2 1.404, H143 1.094, H144 1.090, H174 1.096
41 C 2.77 -5.56 -1.17  O3 1.399, C50 1.537, H84 1.089, H153 1.103
42 C 3.61 -2.30 2.72  N22 1.491, C28 1.514, C39 1.533, H65 1.095
43 C -3.37 -2.63 2.61  C38 1.528, H75 1.092, H120 1.091, H151 1.095
44 C -1.27 1.59 5.05  O8 1.404, C53 1.537, H99 1.103, H116 1.096
45 C -5.04 -4.58 -1.31  N17 1.465, C24 1.536, C27 1.539, H71 1.092
46 C 8.43 1.05 -0.05  O11 1.399, H86 1.101, H112 1.096, H175 1.091
47 C -4.77 2.65 1.01  C60 1.526, H133 1.093, H147 1.091, H148 1.090
48 C 6.10 0.83 0.36  O11 1.449, C23 1.521, H102 1.100, H172 1.091
49 C 1.07 1.19 4.96  O8 1.422, H70 1.089, H73 1.093, H166 1.094
50 C 1.52 -6.41 -1.45  N21 1.464, C25 1.529, C41 1.537, H69 1.100
51 C 4.45 5.30 -2.89  O4 1.408, C56 1.525, H72 1.098, H122 1.097
52 C 0.47 4.45 -4.62  C62 1.533, H83 1.098, H88 1.089, H110 1.089
53 C -2.31 2.12 4.06  N18 1.485, C34 1.512, C44 1.537, H118 1.092
54 C -5.53 -4.38 6.51  O1 1.408, H81 1.095, H108 1.089, H131 1.097
55 C -1.66 -3.62 -2.32  O12 1.417, H125 1.090, H156 1.095, H164 1.092
56 C 4.27 6.15 -1.65  N16 1.465, C32 1.529, C51 1.525, H107 1.092
57 C -0.20 -0.51 0.82  N19 1.489, C31 1.518, C35 1.521, H152 1.096
58 C -5.18 1.04 -0.89  O10 1.414, C60 1.530, H113 1.101, H127 1.096
59 C 4.10 3.07 -3.78  O4 1.425, H119 1.095, H126 1.084, H170 1.093
60 C -5.56 1.44 0.53  N13 1.478, C47 1.526, C58 1.530, H132 1.092
61 C -1.60 4.07 -9.01  O7 1.416, H63 1.090, H97 1.096, H129 1.089
62 C -0.45 5.10 -5.67  N14 1.458, C33 1.517, C52 1.533, H114 1.098
63 H -2.41 3.35 -8.95  C61 1.090
64 H 5.98 3.28 1.75  C29 1.092
65 H 3.52 -1.40 2.12  C42 1.095
66 H -0.11 3.48 -7.09  C33 1.098
67 H -6.49 -5.55 -0.28  N17 1.010
68 H -5.73 1.32 -3.58  C30 1.093
69 H 0.79 -5.87 -2.06  C50 1.100
70 H 1.81 0.65 4.38  C49 1.089
71 H -5.41 -5.21 -2.12  C45 1.092
72 H 4.00 5.86 -3.72  C51 1.098
73 H 1.41 2.22 5.05  C49 1.093
74 H 1.14 3.13 -0.02  C37 1.095
75 H -3.49 -1.65 3.09  C43 1.092
76 H -1.66 1.03 1.15  C35 1.098
77 H -3.64 2.66 -1.41  O6 0.969
78 H -0.17 -7.34 -0.45  C25 1.094
79 H -4.04 3.32 3.98  C34 1.090
80 H 4.11 1.01 0.91  C23 1.097
81 H -4.67 -4.00 7.06  C54 1.095
82 H -1.37 6.45 -4.39  N14 1.007
83 H -0.09 3.63 -4.16  C52 1.098
84 H 3.48 -6.13 -0.57  C41 1.089
85 H 4.30 -2.73 4.74  C28 1.095
86 H 8.98 0.10 -0.01  C46 1.101
87 H 1.16 -8.25 -2.32  N21 1.009
88 H 1.32 3.95 -5.08  C52 1.089
89 H -4.38 0.34 1.65  N13 1.018
90 H 2.88 7.09 -0.43  C32 1.097
91 H 4.13 -3.74 1.27  C39 1.092
92 H 4.55 8.16 -2.04  N16 1.011
93 H -0.27 1.03 -2.33  O9 0.973
94 H 1.29 2.81 -1.76  C37 1.089
95 H 2.41 7.30 -2.02  C32 1.098
96 H -6.34 -3.40 3.04  N20 1.014
97 H -0.70 3.52 -9.30  C61 1.096
98 H 4.93 -3.99 2.88  C39 1.097
99 H -0.94 2.47 5.64  C44 1.103
100 H 1.82 -0.08 0.35  C31 1.095
101 H 2.09 5.72 -1.31  C32 1.085
102 H 6.07 -0.27 0.43  C48 1.100
103 H -3.78 -4.70 2.84  C38 1.093
104 H -2.71 4.13 4.83  C34 1.090
105 H -5.00 -2.71 4.77  C26 1.100
106 H -4.52 2.70 -3.62  C30 1.086
107 H 4.59 5.64 -0.74  C56 1.092
108 H -5.91 -5.32 6.91  C54 1.089
109 H 0.99 1.23 1.35  C31 1.092
110 H 0.69 5.13 -3.80  C52 1.089
111 H -3.25 -5.52 -0.90  C24 1.098
112 H 8.17 1.08 -1.11  C46 1.096
113 H -5.97 0.35 -1.24  C58 1.101
114 H 0.19 5.85 -6.15  C62 1.098
115 H 2.11 -3.56 3.38  N22 1.016
116 H -1.65 0.90 5.81  C44 1.096
117 H -6.64 -3.24 -2.00  C27 1.094
118 H -1.75 2.57 3.24  C53 1.092
119 H 3.95 3.68 -4.68  C59 1.095
120 H -3.42 -2.41 1.54  C43 1.091
121 H 2.46 2.18 -0.62  C37 1.096
122 H 5.52 5.18 -3.12  C51 1.097
123 H -1.69 0.38 -0.48  C35 1.090
124 H -3.63 2.88 5.64  C34 1.094
125 H -1.23 -3.47 -3.31  C55 1.090
126 H 3.37 2.28 -3.67  C59 1.084
127 H -4.20 0.54 -0.92  C58 1.096
128 H -1.51 1.93 -2.19  O9 0.975
129 H -1.75 4.81 -9.80  C61 1.089
130 H -5.46 -4.76 0.76  N17 1.022
131 H -6.38 -3.69 6.57  C54 1.097
132 H -6.63 1.69 0.56  C60 1.092
133 H -5.14 3.48 0.39  C47 1.093
134 H 5.83 7.21 -2.49  N16 1.010
135 H 4.59 -1.11 4.25  C28 1.089
136 H -1.71 3.46 -6.43  C33 1.096
137 H -2.72 3.86 -1.20  O6 0.964
138 H -3.40 -3.43 5.11  C26 1.093
139 H 0.14 -0.21 2.71  N19 1.025
140 H 4.80 3.32 0.43  C29 1.092
141 H 2.22 -2.33 -1.13  C36 1.089
142 H -3.67 0.69 4.39  N18 1.016
143 H 6.42 -3.96 0.22  C40 1.094
144 H 7.71 -3.04 0.99  C40 1.090
145 H 6.29 0.90 2.82  N15 1.019
146 H -4.07 1.10 -3.11  C30 1.097
147 H -5.00 2.88 2.05  C47 1.091
148 H -3.68 2.54 0.96  C47 1.090
149 H 4.27 3.18 2.11  C29 1.092
150 H 2.64 -3.33 -2.47  C36 1.095
151 H -2.35 -2.93 2.84  C43 1.095
152 H -0.07 -1.40 0.18  C57 1.096
153 H 3.24 -5.47 -2.17  C41 1.103
154 H 2.31 -3.54 1.76  N22 1.018
155 H 0.51 -5.97 0.47  C25 1.088
156 H -1.00 -4.34 -1.82  C55 1.095
157 H 2.96 -1.58 4.69  C28 1.090
158 H 5.13 -0.20 2.56  N15 1.019
159 H -2.35 5.95 -5.65  N14 1.007
160 H 0.97 -3.46 -1.75  C36 1.085
161 H -5.56 -2.91 1.75  N20 1.014
162 H -5.12 -2.50 -1.99  C27 1.102
163 H -3.19 -3.80 -0.46  C24 1.096
164 H -1.64 -2.68 -1.76  C55 1.092
165 H 0.66 -1.68 2.26  N19 1.023
166 H 0.95 0.73 5.94  C49 1.094
167 H -5.88 0.32 2.22  N13 1.014
168 H -5.94 -2.70 -0.45  C27 1.086
169 H 2.27 -7.24 -3.07  N21 1.015
170 H 5.13 2.69 -3.84  C59 1.093
171 H -2.49 0.27 3.31  N18 1.020
172 H 6.03 1.24 -0.64  C48 1.091
173 H -2.40 -0.49 0.95  C35 1.091
174 H 6.97 -4.36 1.86  C40 1.096
175 H 9.19 1.81 0.11  C46 1.091
176 H 1.28 -7.55 0.38  C25 1.097

---

[4]
Below is a 2-piece molecular cluster, C5H4N4O4 overall in a non-equilibrium geometry, with properties calculated with the ωB97M-V functional and the def2-TZVPD basis.

**Orbital gap (spin up / spin down)**: 7.461 / 7.436 eV
**E_LUMO (spin up / spin down)**: -1.84 / -1.90 eV
**SMILES string**: NC(=O)c1nc[n+]([O-])oc1=O.C#N
**Spin multiplicity**: 1
**Maximum force**: 5.20 eV/Å
**Molar mass**: 184.1 g/mol
**Relative energy (zero: lowest compared OMol25 entry of this formula, charge and spin)**: 5.4 kcal/mol
**E**: -712.7525 a.u.

Last columns: bonded neighbours and bond lengths (Å).
CARTESIAN COORDINATES (ANGSTROEM)
1 O -1.81 1.51 -0.13  N7 1.382, C10 1.422
2 O -3.62 0.53 -0.77  N7 1.198
3 O 2.27 -0.82 -0.60  C13 1.192
4 O 0.05 2.60 0.32  C10 1.189
5 N -2.03 -0.73 1.83  C11 1.128
6 N 2.50 1.42 -0.45  C13 1.368, H15 0.921, H16 0.974
7 N -2.44 0.39 -0.64  O1 1.382, O2 1.198, C12 1.369
8 N -0.35 -0.73 -0.83  C9 1.326, C12 1.321
9 C 0.32 0.36 -0.49  N8 1.326, C10 1.472, C13 1.459
10 C -0.40 1.55 -0.01  O1 1.422, O4 1.189, C9 1.472
11 C -1.70 -1.73 1.42  N5 1.128, H17 1.120
12 C -1.67 -0.74 -0.79  N7 1.369, N8 1.321, H14 1.069
13 C 1.78 0.26 -0.53  O3 1.192, N6 1.368, C9 1.459
14 H -2.20 -1.61 -1.12  C12 1.069
15 H 2.19 2.29 -0.35  N6 0.921
16 H 3.44 1.34 -0.70  N6 0.974
17 H -1.30 -2.66 0.94  C11 1.120

---

What is the formula in the second record? C22H27N3O3